11
Properties=species:S:1:pos:R:3:forces:R:3 method="wB97M-V/def2-TZVPD" total_energy_ha=-1493.30983 total_charge=-1 fmax_ev_per_a=1.157 lumo_ha="0.135 / 0.135" relative_energy_kj_mol=225.51 homo_energy_ev="-1.92 / -2.78" orbital_gap_ev="5.6 / 6.5" multiplicity=7
O 2.32343 1.53973 -0.23373 0.9 -0.7 0.1
C -1.41747 -1.39697 0.20892 0.3 0.0 0.1
O -0.39433 1.41713 -1.55484 -0.2 -1.0 -0.1
H 2.37072 0.44086 1.38976 -0.3 0.0 0.2
H -0.76247 -2.25806 0.01487 -0.1 0.2 0.1
H -1.16877 -0.95356 1.18234 0.0 -0.1 -0.2
Mn 0.57664 2.40952 -0.03972 -0.1 0.8 0.7
C -0.40562 0.57043 -0.61931 -0.6 0.8 -0.1
O -1.26510 -0.44054 -0.82855 -0.4 -0.4 -0.4
C 2.60544 0.40028 0.27176 0.4 0.5 -0.4
H -2.46247 -1.72881 0.20850 0.2 0.1 0.0